{
  "formula": "C6H11P",
  "method": "ωB97M-V/def2-TZVPD",
  "molar_mass_g_mol": 114.1,
  "gap_ha": [0.295, 0.279],
  "homo_energy_ev": [-8.06, -7.79],
  "e_above_lowest_kcal_mol": 72.6,
  "smiles": "CCC#P=CCC",
  "elements": ["C", "C", "C", "P", "C", "C", "C", "H", "H", "H", "H", "H", "H", "H", "H", "H", "H", "H"],
  "coordinates": [[-2.110, 0.681, 0.928], [-0.862, 0.576, 1.813], [0.335, 1.185, 1.278], [1.344, 1.778, 0.142], [0.758, 0.839, -1.319], [1.522, -0.394, -1.661], [1.172, -1.599, -0.780], [-2.007, 0.048, 0.050], [-2.253, 1.707, 0.598], [-2.992, 0.363, 1.480], [-0.660, -0.475, 2.053], [-1.060, 1.085, 2.765], [-0.322, 0.720, -1.382], [1.278, -0.632, -2.701], [2.596, -0.200, -1.592], [1.665, -2.502, -1.138], [0.096, -1.771, -0.776], [1.499, -1.408, 0.241]],
  "lowdin_charge": [-0.1141, -0.3519, -0.3682, 0.8272, -0.3410, -0.3694, -0.1183, 0.0548, 0.0757, 0.0686, 0.1088, 0.1071, 0.0335, 0.1020, 0.0904, 0.0672, 0.0678, 0.0600]
}